[1]
Entry from OMol25: a 13-piece molecular cluster, C52H90N8O5 overall (ωB97M-V/def2-TZVPD).

ORCA input file:
```
! wB97M-V def2-TZVPD RIJCOSX def2/J DEFGRID3
* xyz 0 1
O 2.625 -1.441 3.045
O -3.541 0.337 -4.840
O -0.168 -4.250 -0.373
O 4.263 -2.645 -2.128
O -5.119 2.528 -0.533
N 1.125 0.196 1.261
N 5.690 5.495 0.295
N -0.976 5.766 -3.302
N -1.882 1.592 2.138
N -2.211 -2.316 3.500
N 5.285 1.854 0.575
N 1.473 2.167 5.540
N -4.658 -1.522 0.934
C -2.440 -4.520 3.803
C -4.934 0.531 -5.199
C -0.193 4.920 -2.547
C 0.403 -5.460 0.158
C 1.448 1.468 1.012
C 5.310 5.503 -1.020
C -4.147 -1.309 -0.269
C -2.485 1.097 4.217
C -5.717 -2.443 0.914
C 4.074 4.916 -1.101
C -1.431 1.206 3.383
C -3.252 1.598 2.208
C 0.819 1.834 -0.166
C 0.080 0.723 -0.621
C 1.095 -3.109 4.006
C 2.342 1.400 4.827
C -2.339 -3.532 2.837
C 3.684 4.608 0.213
C -0.615 5.584 -4.616
C 6.341 1.464 1.328
C 0.253 4.550 -4.710
C -0.641 -4.305 -1.686
C 2.879 -2.340 -2.003
C -1.032 -2.938 -2.074
C 0.472 4.085 -3.387
C 5.616 -4.649 -2.078
C 2.639 3.569 4.285
C -4.386 2.195 -1.741
C -7.192 2.569 0.670
C -2.255 -2.518 4.835
C 3.969 -1.416 2.587
C -5.839 -2.817 -0.387
C 6.784 0.237 0.915
C 0.300 -0.310 0.305
C -5.293 -0.137 -6.547
C 2.545 -1.202 -2.985
C 5.859 -0.221 -0.093
C 1.579 3.505 5.172
C 4.981 0.825 -0.307
C 4.667 5.026 1.079
C -1.215 0.851 -5.181
C -3.671 1.306 3.490
C -0.612 -6.456 0.697
C -4.832 -2.157 -1.154
C 2.035 -2.738 2.924
C 4.955 -1.488 3.755
C -2.407 -3.828 5.076
C -3.125 2.985 -1.711
C -2.634 1.320 -5.396
C -6.456 2.026 -0.564
C 3.133 2.223 4.084
C 4.733 -3.744 -1.302
H -6.482 -3.594 -0.721
H 4.813 -0.743 4.571
H 1.209 1.909 6.473
H -2.579 2.923 -0.711
H -7.349 3.628 0.600
H -3.791 1.969 1.404
H 1.567 -2.787 1.942
H 0.726 4.267 -5.607
H 7.493 -0.403 1.366
H -1.168 -0.236 -5.257
H -3.339 4.036 -1.906
H 3.620 4.824 -2.086
H -5.084 -1.226 -6.596
H 2.907 -3.387 2.955
H 0.993 -5.152 0.997
H 0.779 -4.141 3.804
H 0.227 -2.472 4.092
H -5.539 0.100 -4.390
H -0.655 1.111 -4.246
H 2.727 4.191 0.569
H -1.798 -2.609 -1.358
H 4.150 0.738 -1.009
H 4.658 5.083 2.164
H -0.627 1.351 -5.948
H 4.878 -2.506 4.131
H 2.517 -1.532 -3.979
H 2.974 4.417 3.714
H -4.713 1.230 3.680
H -6.301 0.103 -6.817
H -6.223 -2.723 1.844
H 3.900 -4.212 -0.859
H -2.020 -1.404 3.045
H -0.225 -7.222 1.351
H -1.381 -5.069 -1.746
H 4.115 -2.285 1.924
H -4.659 0.343 -7.343
H 1.451 -0.402 2.048
H 1.730 -0.617 -2.562
H 2.204 -3.170 -2.215
H -1.303 -5.839 1.252
H -2.429 -4.283 6.062
H -5.116 1.584 -5.221
H -1.058 -6.989 -0.106
H -0.993 6.244 -5.356
H -8.169 2.111 0.773
H 3.931 1.961 3.365
H -1.559 6.522 -2.991
H -0.445 0.581 -1.567
H -4.924 2.508 -2.604
H -2.809 1.415 -6.487
H 0.961 4.323 5.469
H 5.248 -3.311 -0.493
H -2.979 2.279 -4.992
H 1.054 -5.879 -0.621
H -0.403 1.087 3.752
H 2.304 0.294 4.860
H -2.345 -3.600 1.731
H -0.282 4.872 -1.454
H 5.009 -5.086 -2.905
H -2.577 -5.574 3.633
H 6.546 -4.152 -2.439
H -4.729 -2.180 -2.202
H 5.897 -1.304 3.296
H 0.895 2.774 -0.671
H -2.327 0.945 5.262
H 4.046 -0.432 2.048
H 1.102 3.232 -3.108
H -2.230 -1.663 5.444
H 6.741 2.119 2.098
H -1.286 1.750 1.332
H 2.739 -2.032 -0.988
H -6.875 2.377 -1.508
H -4.237 1.121 -1.859
H 5.970 -5.437 -1.401
H -0.211 -2.215 -1.976
H 5.939 5.884 -1.836
H 1.641 -3.091 4.955
H 2.104 1.940 1.735
H -1.456 -2.983 -3.062
H -2.436 2.647 -2.502
H 3.462 -0.577 -2.890
H -6.637 2.286 1.575
H -6.534 0.962 -0.561
H -0.050 -1.342 0.317
H 0.245 -4.663 -2.350
H -4.481 -0.908 1.696
H -3.435 -0.496 -0.408
H 5.730 -1.128 -0.637
H 4.812 2.756 0.520
H 6.477 6.014 0.654
*
```

## Properties
LUMO level, hartree: 0.0254
Orbital gap, eV: 8.63
Maximum force, hartree/bohr: 0.0688

These are the Löwdin partial charges, in e, on atoms 1 to 6: O -0.2360; O -0.1979; O -0.1906; O -0.1730; O -0.1778; N 0.0331

***

[2]
Entry from OMol25: a 10-piece molecular cluster, C53H108F2N12O7S2 overall (ωB97M-V/def2-TZVPD).

ORCA input file:
```
! wB97M-V def2-TZVPD RIJCOSX def2/J DEFGRID3
* xyz 3 2
S 1.269 -3.175 -2.259
S 1.948 -4.113 -4.414
F 1.279 -1.706 -1.641
F 1.904 -3.600 -5.971
O 2.253 -3.932 -1.424
O -4.564 -4.630 -2.470
O -5.712 -4.280 -0.652
O -0.863 2.114 0.739
O 3.133 -4.909 -4.400
O 0.745 -4.863 -4.398
O -0.122 -3.528 -2.229
N 0.438 -5.850 6.889
N 1.282 4.197 3.796
N -0.483 4.577 -4.396
N -4.942 2.591 0.830
N 5.568 -2.539 -1.179
N -5.015 3.081 3.035
N 0.289 4.536 -2.200
N -8.385 -2.321 1.698
N 2.849 0.139 -6.113
N -6.240 -2.126 2.381
N -0.461 -4.549 5.176
N 1.930 -2.738 -3.816
C -1.319 3.653 -3.708
C 1.100 -6.970 7.614
C -6.123 1.993 1.346
C -0.121 -4.711 7.350
C 4.607 -1.268 -1.036
C -8.377 -2.364 3.060
C 0.423 5.150 -3.471
C 3.130 1.161 -7.155
C -5.839 4.581 4.749
C -4.238 -0.735 3.016
C -0.672 -3.879 6.370
C 0.817 4.900 -0.872
C 1.457 1.081 -4.276
C 0.634 0.747 -5.493
C 1.635 4.714 2.410
C -7.156 -2.146 1.247
C -0.215 -0.154 1.368
C -9.521 -2.258 0.875
C 0.364 2.911 3.897
C -0.043 2.318 5.311
C -0.521 4.838 -5.834
C -3.278 -3.970 -0.577
C 1.371 -0.485 -6.160
C 5.331 -3.574 -0.021
C 3.777 4.258 3.307
C 6.896 -3.474 -3.062
C -1.431 0.330 -0.949
C -0.825 3.701 -2.376
C -1.058 -4.239 3.855
C 4.816 -2.967 -7.632
C -1.037 1.153 5.317
C 7.746 -3.053 -1.971
C -4.750 -2.061 2.317
C 3.852 -1.762 -7.638
C 2.706 3.761 4.311
C -4.664 3.583 4.332
C 3.941 0.701 0.508
C -1.919 5.265 -6.326
C 3.065 5.397 2.479
C 5.490 -3.075 -2.579
C 0.781 5.294 4.759
C -4.457 2.562 -0.515
C 4.787 -0.546 0.259
C -6.136 2.343 2.682
C -4.248 3.091 1.907
C 3.806 -1.077 -6.209
C -7.061 -2.326 3.498
C -1.162 0.754 0.537
C -4.594 -4.215 -1.252
C 2.869 0.618 -4.635
C 0.284 -5.749 5.453
C 6.947 -1.986 -1.217
C -0.737 -2.881 3.360
H -4.885 1.679 -0.991
H 0.312 -2.701 3.123
H -2.140 -4.337 3.938
H -4.807 3.517 -0.908
H 1.439 4.097 -0.475
H 1.135 5.889 -3.808
H -4.481 -2.858 3.011
H 7.413 -1.927 -0.233
H -9.335 -2.454 3.552
H -1.792 -0.694 -0.854
H 1.172 6.263 4.449
H -0.487 0.410 -1.487
H 0.773 1.874 5.880
H 5.011 -2.298 -3.175
H 4.663 -3.466 -6.674
H -0.007 0.216 2.372
H 4.472 -1.134 1.121
H -3.124 -2.891 -0.577
H -2.100 0.953 -1.544
H -3.375 2.584 -0.643
H -2.438 -4.479 -1.051
H 1.987 -6.737 8.202
H 2.737 0.834 -8.117
H 4.010 3.465 2.597
H -4.502 2.748 5.013
H 1.178 0.484 -3.408
H 1.507 2.140 -4.019
H -0.602 0.181 5.085
H -1.187 -2.053 3.907
H -0.306 5.315 4.680
H -1.154 -2.782 2.358
H -6.721 -2.205 4.515
H -1.100 3.096 -1.525
H 3.030 -0.242 -3.985
H -2.731 4.585 -6.072
H -3.266 3.531 1.813
H 3.559 -1.823 -5.454
H 5.766 -0.090 0.405
H -0.578 3.117 5.824
H 1.430 5.800 -0.916
H 4.320 1.331 -0.297
H 1.438 -7.665 6.845
H -6.898 2.379 3.448
H 4.754 -0.517 -1.812
H 0.437 1.498 -6.258
H 0.245 5.496 -6.246
H -9.301 -2.349 -0.189
H -1.445 1.003 6.316
H 2.892 -2.225 -7.869
H -4.441 -2.188 1.279
H -0.184 -1.242 1.421
H -5.538 5.329 5.482
H -6.120 5.161 3.870
H -2.159 0.478 0.881
H 0.974 5.141 5.820
H 5.466 -4.603 -0.355
H -1.231 -2.955 6.335
H 4.318 -3.416 0.350
H 4.775 -3.898 -2.557
H 7.178 -2.885 -3.935
H 8.181 -3.820 -1.331
H -6.786 1.429 0.707
H -4.629 0.101 2.435
H 0.787 5.357 2.174
H 1.439 3.893 1.720
H 8.532 -2.515 -2.500
H -10.260 -3.014 1.143
H 0.734 0.046 0.870
H 4.203 1.242 -7.332
H -0.289 -4.596 8.411
H 4.760 -0.583 -6.028
H 1.183 -1.406 -5.607
H 4.660 4.572 3.865
H 0.321 -7.473 8.187
H 3.331 5.488 1.426
H -9.876 -1.236 1.009
H -2.182 3.189 -4.162
H -2.047 6.265 -5.911
H -0.733 -5.045 3.196
H -6.835 -2.189 0.217
H -0.300 3.875 -6.293
H 1.015 -0.651 -7.176
H 0.581 -6.457 4.693
H 2.892 0.531 0.267
H 2.962 4.340 5.198
H -3.667 4.020 4.264
H -3.148 -0.695 2.999
H -6.644 3.912 5.055
H -0.035 5.088 -0.219
H 7.023 -4.526 -3.315
H 0.867 2.389 3.083
H 5.955 -3.337 0.840
H -0.403 0.548 -5.222
H 2.639 2.028 -6.713
H 4.086 -1.030 -8.411
H 6.948 -1.053 -1.780
H 3.677 1.349 -4.599
H -3.461 -4.341 0.431
H 5.889 -2.781 -7.671
H 4.723 -3.706 -8.428
H 4.086 1.143 1.493
H -4.611 -0.577 4.028
H 3.084 6.287 3.108
H -2.044 5.411 -7.399
H -0.547 3.329 3.470
H 3.589 -1.612 -1.219
H 2.900 2.718 4.562
H -1.741 1.307 4.500
*
```

## Properties
LUMO level (alpha / beta), hartree: -0.2344 / -0.2344
Orbital gap (alpha / beta), eV: 1.51 / 3.56
Maximum force, hartree/bohr: 0.1597

These are the Löwdin partial charges, in e, on atoms 1 to 6: S 0.6204; S 0.3790; F -0.2170; F -0.2213; O -0.3077; O -0.1000

***

Which of these has the lowest maximum force? C52H90N8O5